Record 1
The following is a DFT calculation (ωB97M-V with the def2-TZVPD basis set) of C8H11HfN2S2 as an isolated structure in a non-equilibrium geometry.

The geometry in ORCA input format:
```
! wB97M-V def2-TZVPD RIJCOSX def2/J DEFGRID3
* xyz 3 1
C 3.79 -0.09 1.11
C 3.34 0.30 -0.39
C 1.89 -0.37 -0.63
C 0.85 0.62 -1.43
S -0.08 1.69 -0.23
C -1.81 1.09 0.02
S -3.08 2.22 -0.27
N -2.22 -0.23 0.44
C -3.43 -0.54 1.23
C -3.41 -2.09 1.35
N -2.22 -2.68 0.67
C -1.58 -1.52 0.15
H 4.88 0.21 1.33
H 3.10 0.43 1.85
H 3.33 1.46 -0.45
H 4.14 -0.11 -1.12
H 2.02 -1.35 -1.22
H 1.41 -0.54 0.40
H 0.20 0.02 -2.15
H 1.52 1.30 -2.09
H -4.21 0.16 1.66
H -4.17 -2.79 1.86
H -0.61 -1.52 -0.49
Hf -3.63 4.34 -1.59
*
```

lowest unoccupied orbital energy = -13.52 eV
ΔE to the lowest compared entry with this formula, charge and spin = 230.2 kJ/mol
electronic energy = -1263.7671 Ha
HOMO = -17.64 eV



Record 2
The following is a DFT calculation (ωB97M-V with the def2-TZVPD basis set) of C38H65AsN6O6PS2Si3Ti as an isolated structure.

The geometry in ORCA input format:
```
! wB97M-V def2-TZVPD RIJCOSX def2/J DEFGRID3
* xyz -1 3
Ti -0.88 0.78 0.50
O -4.63 0.13 0.01
S -4.18 1.48 -0.20
O -5.03 2.52 0.31
O -2.75 1.71 0.17
C -4.06 1.68 -1.96
C -5.07 2.37 -2.60
C -5.10 2.47 -3.98
C -4.10 1.87 -4.73
C -3.08 1.17 -4.09
C -3.04 1.07 -2.71
S -1.58 0.19 -2.09
O -1.18 -0.56 -3.25
O -1.81 -0.62 -0.88
O -0.62 1.23 -1.65
H -5.84 2.83 -1.98
H -5.90 3.01 -4.47
H -4.11 1.94 -5.81
H -2.31 0.70 -4.68
C -2.97 3.77 2.37
C -2.04 4.32 1.28
C -1.84 5.82 1.51
P -0.46 3.32 1.19
C 0.80 4.48 0.54
C 0.53 4.65 -0.96
C 2.22 3.97 0.79
C -0.15 3.07 2.96
C 0.23 4.10 3.82
C 0.19 3.96 5.20
C 0.63 5.07 6.11
C -0.29 2.75 5.69
C -0.65 1.71 4.86
C -0.56 1.82 3.46
N -0.86 0.77 2.61
C -0.68 -0.54 3.13
C 0.55 -0.93 3.71
C 1.73 0.01 3.82
C 0.71 -2.24 4.13
C -0.29 -3.20 3.98
C -0.05 -4.62 4.41
C -1.48 -2.80 3.41
C -1.70 -1.49 2.99
C -3.04 -1.10 2.43
H -3.98 4.11 2.18
H -2.65 4.12 3.35
H -3.00 2.68 2.39
H -2.52 4.17 0.31
H -1.32 6.01 2.45
H -2.82 6.30 1.57
H -1.29 6.30 0.70
H 0.67 5.44 1.05
H 0.63 3.70 -1.47
H 1.26 5.35 -1.39
H -0.47 5.04 -1.16
H 2.34 2.94 0.45
H 2.47 4.00 1.85
H 2.93 4.60 0.25
H 0.58 5.04 3.39
H 0.39 6.05 5.69
H 1.71 5.05 6.29
H 0.14 5.00 7.08
H -0.37 2.61 6.77
H -1.00 0.77 5.29
H 1.75 0.72 2.99
H 2.65 -0.58 3.80
H 1.70 0.59 4.74
H 1.67 -2.53 4.55
H 0.74 -5.08 3.82
H -0.96 -5.22 4.28
H 0.24 -4.68 5.46
H -2.28 -3.52 3.28
H -3.72 -1.95 2.44
H -3.00 -0.75 1.40
H -3.49 -0.29 3.01
C -2.41 -3.20 -2.92
Si -0.62 -3.75 -2.86
C -0.30 -4.52 -4.55
C -0.59 -5.12 -1.56
As 1.08 -2.23 -2.20
Si 1.98 -1.14 -4.10
C 2.76 -2.32 -5.35
C 0.93 0.04 -5.11
C 3.30 -0.03 -3.35
Si 2.78 -3.84 -1.92
C 2.62 -4.59 -0.20
C 4.49 -3.04 -1.92
C 2.90 -5.30 -3.13
H -3.00 -4.11 -3.06
H -2.60 -2.53 -3.76
H -2.74 -2.70 -2.01
H -0.97 -5.38 -4.70
H 0.73 -4.86 -4.68
H -0.51 -3.79 -5.34
H -1.47 -5.76 -1.70
H -0.63 -4.71 -0.55
H 0.30 -5.75 -1.62
H 2.02 -3.02 -5.75
H 3.58 -2.90 -4.92
H 3.16 -1.74 -6.19
H 0.20 -0.46 -5.75
H 1.63 0.59 -5.74
H 0.39 0.75 -4.48
H 4.03 -0.56 -2.73
H 2.82 0.70 -2.70
H 3.84 0.50 -4.14
H 1.60 -4.55 0.19
H 3.24 -4.03 0.50
H 2.93 -5.64 -0.20
H 4.51 -2.23 -1.19
H 4.80 -2.63 -2.89
H 5.22 -3.80 -1.62
H 2.06 -5.99 -3.03
H 3.82 -5.85 -2.87
H 2.97 -5.00 -4.17
N 4.33 0.32 0.99
N 3.16 -0.21 0.44
N 2.73 -1.45 0.91
C 1.44 -1.32 0.92
N 1.01 -0.07 0.62
N 2.11 0.68 0.36
H 5.08 -0.32 0.76
H 4.23 0.34 2.01
H 0.76 -2.12 1.17
*
```

lowest unoccupied orbital energy (spin up / spin down) = 2.45 / 2.45 eV
ΔE to the lowest compared entry with this formula, charge and spin = 0.0 kJ/mol
electronic energy = -7358.6875 Ha
expectation value of S² = 2.014
HOMO (spin up / spin down) = -3.03 / -4.86 eV



Record 3
The following is a DFT calculation (ωB97M-V with the def2-TZVPD basis set) of an isolated ion of composition C10H17FN3S and charge +1 in a non-equilibrium geometry.

The geometry in ORCA input format:
```
! wB97M-V def2-TZVPD RIJCOSX def2/J DEFGRID3
* xyz 1 1
C 1.14 -0.74 -0.68
C -1.07 0.11 -0.24
C 2.44 -1.45 -0.94
C 4.00 0.36 -0.39
C 3.21 1.60 -0.25
C -2.95 1.84 -0.22
C -2.79 -0.21 1.48
C -3.39 -0.52 -1.06
C 3.06 -0.94 1.43
C -2.58 0.30 -0.08
N -0.15 1.02 -0.16
N 1.00 0.53 -0.42
N 3.43 -0.92 0.06
F 3.11 2.39 -1.32
S -0.46 -1.47 -0.68
H 2.41 -2.45 -0.68
H 2.77 -1.36 -1.95
H 4.39 0.31 -1.42
H 4.86 0.44 0.30
H 2.77 1.90 0.67
H -2.85 2.32 0.80
H -2.28 2.29 -0.89
H -3.92 1.96 -0.55
H -3.77 -0.10 1.86
H -2.44 -1.35 1.68
H -2.27 0.44 2.09
H -4.39 -0.33 -0.85
H -3.22 -0.22 -2.03
H -3.14 -1.64 -0.91
H 3.10 -2.05 1.69
H 3.83 -0.45 2.05
H 1.99 -0.59 1.47
*
```

lowest unoccupied orbital energy = -5.63 eV
ΔE to the lowest compared entry with this formula, charge and spin = 234.6 kJ/mol
electronic energy = -1053.1613 Ha
HOMO = -13.13 eV



Record 4
The following is a DFT calculation (ωB97M-V with the def2-TZVPD basis set) of a 2-piece molecular cluster, C2 overall in a non-equilibrium geometry.

The geometry in ORCA input format:
```
! wB97M-V def2-TZVPD RIJCOSX def2/J DEFGRID3
* xyz 0 1
C 0.00 0.00 1.32
C 0.00 0.00 -1.32
*
```

lowest unoccupied orbital energy = -2.38 eV
ΔE to the lowest compared entry with this formula, charge and spin = 704.9 kJ/mol
electronic energy = -75.6090 Ha
HOMO = -8.12 eV



Record 5
The following is a DFT calculation (ωB97M-V with the def2-TZVPD basis set) of a 2-piece molecular cluster, C5H11NO overall in a non-equilibrium geometry.

The geometry in ORCA input format:
```
! wB97M-V def2-TZVPD RIJCOSX def2/J DEFGRID3
* xyz 0 1
C -0.36 1.66 -1.72
C -0.96 0.97 -0.74
N -0.60 0.77 0.57
C -0.96 -0.46 1.24
C -0.02 -2.60 0.39
C 0.12 -1.50 1.11
H 0.18 2.57 -1.47
H -0.79 1.60 -2.71
H -1.86 0.39 -0.97
H 0.29 1.21 0.78
H -1.31 -0.21 2.24
H -1.83 -0.84 0.71
H 0.76 -3.33 0.28
H -0.90 -2.72 -0.23
H 1.01 -1.33 1.70
H 1.86 1.36 -0.99
H 3.16 1.24 -0.09
O 2.21 1.22 -0.10
*
```

lowest unoccupied orbital energy = 0.89 eV
ΔE to the lowest compared entry with this formula, charge and spin = 238.0 kJ/mol
electronic energy = -327.0407 Ha
HOMO = -7.84 eV
SMILES = C=CCNC=C.O



Record 6
The following is a DFT calculation (ωB97M-V with the def2-TZVPD basis set) of C25H41CuFO4 as an isolated structure in a non-equilibrium geometry.

The geometry in ORCA input format:
```
! wB97M-V def2-TZVPD RIJCOSX def2/J DEFGRID3
* xyz 2 2
C 6.17 -3.03 2.69
C 5.75 -2.71 1.24
O 4.49 -3.22 0.87
C 3.47 -2.54 1.60
C 2.08 -2.65 0.93
C 2.14 -2.75 -0.64
C 1.08 -1.84 -1.37
C -0.29 -2.54 -1.14
C -1.49 -1.84 -1.68
C -2.63 -1.51 -0.94
C -2.65 -1.79 0.51
C -4.02 -1.92 1.23
C -4.94 -0.66 1.43
C -4.37 0.79 1.27
C -3.59 1.30 2.53
C -2.18 1.85 2.18
C -2.24 2.87 0.99
C -1.05 2.73 -0.01
C 0.08 3.77 0.31
C 0.71 4.43 -0.95
C 1.65 3.50 -1.74
O 2.85 4.17 -2.10
C 2.85 4.57 -3.48
C -3.75 -0.87 -1.76
O -4.85 -1.14 -1.67
C -3.25 0.17 -2.76
C -2.16 -0.14 -3.46
F -1.71 0.66 -4.35
C -1.48 -1.47 -3.16
O -1.01 -2.13 -3.97
H 7.14 -2.56 2.95
H 5.47 -2.68 3.45
H 6.25 -4.16 2.82
H 5.82 -1.61 1.12
H 6.50 -3.12 0.56
H 3.39 -3.06 2.58
H 3.75 -1.51 1.84
H 1.54 -3.51 1.32
H 1.51 -1.74 1.19
H 3.14 -2.56 -1.04
H 1.87 -3.79 -0.88
H 1.36 -1.88 -2.43
H 1.05 -0.82 -0.98
H -0.24 -3.50 -1.69
H -0.37 -2.81 -0.08
H -2.17 -2.78 0.63
H -1.98 -1.07 1.01
H -3.77 -2.36 2.20
H -4.59 -2.67 0.67
H -5.84 -0.75 0.82
H -5.28 -0.73 2.47
H -5.26 1.42 1.22
H -3.80 0.98 0.35
H -4.14 2.14 2.98
H -3.58 0.53 3.32
H -1.42 1.06 2.07
H -1.84 2.42 3.06
H -3.18 2.83 0.44
H -2.16 3.89 1.40
H -0.64 1.71 0.00
H -1.39 2.93 -1.04
H -0.29 4.59 0.93
H 0.86 3.23 0.88
H -0.05 4.86 -1.62
H 1.33 5.25 -0.58
H 1.95 2.65 -1.12
H 1.12 3.09 -2.61
H 3.44 3.83 -4.05
H 3.36 5.54 -3.53
H 1.84 4.67 -3.88
H -3.77 1.11 -2.90
Cu 7.45 -5.17 3.55
*
```

lowest unoccupied orbital energy (spin up / spin down) = -8.14 / -9.68 eV
electronic energy = -3017.6385 Ha
expectation value of S² = 0.755
HOMO (spin up / spin down) = -12.84 / -12.84 eV



Record 7
The following is a DFT calculation (ωB97M-V with the def2-TZVPD basis set) of C30H55ClNO7PSSbTl as an isolated structure.

The geometry in ORCA input format:
```
! wB97M-V def2-TZVPD RIJCOSX def2/J DEFGRID3
* xyz -2 1
Tl 0.50 1.29 0.27
O -1.04 3.78 3.24
C -1.14 3.33 2.10
O -0.87 2.10 1.79
C -1.79 4.23 1.06
C -2.77 5.08 1.56
C -3.46 5.98 0.76
C -3.14 6.04 -0.59
C -2.16 5.22 -1.11
C -1.47 4.28 -0.31
S -0.23 3.34 -1.14
H -2.97 5.03 2.62
H -4.22 6.62 1.18
H -3.65 6.75 -1.25
H -1.90 5.27 -2.16
O 1.82 -0.29 1.92
Cl 2.12 0.72 2.95
O 1.11 0.69 3.98
O 3.42 0.47 3.51
O 2.11 2.02 2.26
C 4.81 -1.77 -2.63
C 4.20 -0.62 -1.82
C 5.10 0.62 -1.96
C 4.25 -0.99 -0.32
P 2.41 0.01 -2.20
N 2.10 0.98 -1.04
C 1.28 -1.51 -2.48
C 1.51 -2.41 -1.24
C 1.65 -2.33 -3.73
C -0.26 -1.27 -2.60
C 2.50 0.97 -3.85
C 3.37 0.38 -4.96
C 1.07 1.13 -4.40
C 2.98 2.41 -3.54
H 5.87 -1.87 -2.33
H 4.80 -1.59 -3.71
H 4.33 -2.72 -2.42
H 6.06 0.41 -1.48
H 4.64 1.48 -1.45
H 5.30 0.89 -2.99
H 5.28 -0.86 0.04
H 3.96 -2.02 -0.13
H 3.61 -0.34 0.27
H 2.49 -2.88 -1.27
H 0.76 -3.21 -1.25
H 1.40 -1.86 -0.31
H 2.71 -2.54 -3.80
H 1.34 -1.83 -4.65
H 1.12 -3.28 -3.68
H -0.68 0.75 -2.10
H -0.71 -2.25 -2.39
H -0.50 -1.04 -3.63
H 3.05 -0.62 -5.26
H 4.42 0.33 -4.68
H 3.31 1.03 -5.84
H 0.64 0.18 -4.74
H 1.09 1.81 -5.26
H 0.40 1.57 -3.65
H 4.06 2.49 -3.51
H 2.58 2.74 -2.58
H 2.61 3.09 -4.31
C -2.49 -0.33 -2.00
C -0.99 -0.24 -1.74
O -0.74 -0.39 -0.37
H -2.86 -1.31 -1.69
H -2.73 -0.17 -3.06
H -3.00 0.44 -1.41
C -0.24 -1.99 5.19
C -1.45 -2.40 4.35
C -2.69 -2.52 5.24
Sb -1.49 -1.14 2.53
C -2.66 -2.58 1.34
C -3.62 -3.53 2.05
C -1.62 -3.38 0.54
C -3.09 0.28 2.99
C -4.51 -0.25 3.09
C -2.68 1.11 4.22
H -0.10 -2.68 6.03
H -0.36 -0.98 5.59
H 0.68 -1.98 4.60
H -1.25 -3.39 3.92
H -2.92 -1.57 5.73
H -2.52 -3.25 6.04
H -3.58 -2.83 4.69
H -3.21 -1.95 0.64
H -3.09 -4.19 2.75
H -4.11 -4.18 1.31
H -4.40 -3.01 2.60
H -1.00 -3.99 1.20
H -0.97 -2.70 -0.01
H -2.10 -4.06 -0.18
H -3.01 0.94 2.12
H -4.64 -0.92 3.94
H -4.81 -0.78 2.18
H -5.21 0.59 3.23
H -2.66 0.50 5.13
H -3.38 1.93 4.38
H -1.69 1.55 4.08
*
```

lowest unoccupied orbital energy = 4.17 eV
electronic energy = -3369.7828 Ha
HOMO = -2.35 eV



Record 8
The following is a DFT calculation (ωB97M-V with the def2-TZVPD basis set) of one molecule with the formula C5H9FO2.

The geometry in ORCA input format:
```
! wB97M-V def2-TZVPD RIJCOSX def2/J DEFGRID3
* xyz 0 1
C -1.47 -0.54 1.07
C -0.51 -0.28 -0.08
C 0.89 -0.91 0.12
C 1.37 0.45 0.67
C 0.17 1.08 -0.01
H -1.78 -1.60 1.06
H -2.36 0.11 1.01
H -1.01 -0.30 2.02
H -1.71 -1.29 -1.21
H 0.99 -1.76 0.77
H 0.75 -1.27 -1.77
H 2.39 0.74 0.35
H 1.29 0.49 1.76
H 0.38 1.45 -1.01
O -1.11 -0.56 -1.33
O 1.49 -1.19 -1.13
F -0.51 2.07 0.68
*
```

lowest unoccupied orbital energy = 0.74 eV
ΔE to the lowest compared entry with this formula, charge and spin = 69.6 kJ/mol
electronic energy = -446.2362 Ha
HOMO = -10.14 eV
SMILES = C[C@]1(O)[C@@H](O)C[C@@H]1F